Record 1
Entry from the OMol25 dataset: the ion C2H11N2Si with charge +1 at a distorted geometry (wB97M-V/def2-TZVPD).

Output
Kohn-Sham gap in eV: 10.634
Total charge: +1
SMILES: C[C@H]([NH3+])N[SiH3]
E_HOMO in eV: -14.09
Energy relative to the best compared isomer or geometry (same formula, charge and spin) in eV: 1.603

Last columns: bonded neighbours and bond lengths (Å).
Atoms and positions in Å:
1 Si 2.38 0.01 -0.15  N2 1.691, H6 1.581, H9 1.473, H12 1.473
2 N 0.84 0.71 -0.18  Si1 1.691, C5 1.818, H10 1.056
3 N -0.62 -1.11 0.75  C5 1.559, H8 1.111, H11 1.000, H16 1.045
4 C -1.79 0.83 -0.25  C5 1.527, H7 1.116, H13 1.089, H15 1.040
5 C -0.69 -0.20 -0.51  N2 1.818, N3 1.559, C4 1.527, H14 1.051
6 H 1.98 -1.31 0.63  Si1 1.581
7 H -1.69 1.54 0.61  C4 1.116
8 H 0.42 -1.47 0.88  N3 1.111
9 H 3.03 1.05 0.66  Si1 1.473
10 H 0.41 1.62 -0.51  N2 1.056
11 H -1.32 -1.81 0.60  N3 1.000
12 H 3.28 -0.42 -1.24  Si1 1.473
13 H -2.79 0.39 -0.31  C4 1.089
14 H -0.77 -0.63 -1.47  C5 1.051
15 H -1.75 1.40 -1.12  C4 1.040
16 H -0.93 -0.60 1.61  N3 1.045


Record 2
Entry from the OMol25 dataset: a cluster of 2 separate species, C2H11N3 in total at a distorted geometry (wB97M-V/def2-TZVPD).

Output
Kohn-Sham gap (alpha / beta) in eV: 8.070 / 2.990
Total charge: +1
2S+1: 2
Expectation value of S²: 0.75
E_HOMO (alpha / beta) in eV: -11.79 / -11.79
Energy relative to the best compared isomer or geometry (same formula, charge and spin) in eV: 1.557

Last columns: bonded neighbours and bond lengths (Å).
Atoms and positions in Å:
1 N -1.69 -1.17 0.72  C5 1.509, H12 0.981, H14 1.012
2 N 2.96 2.57 0.97  C4 1.481, H8 0.917, H15 1.057
3 N -2.77 -2.44 -1.05  C5 1.385, H7 1.018, H16 1.047
4 C 2.49 2.91 -0.39  N2 1.481, H6 1.055, H9 1.103, H10 1.180
5 C -1.75 -2.43 -0.10  N1 1.509, N3 1.385, H11 1.139, H13 1.086
6 H 1.77 2.30 -0.87  C4 1.055
7 H -2.60 -1.90 -1.89  N3 1.018
8 H 2.25 2.59 1.55  N2 0.917
9 H 3.42 3.02 -0.98  C4 1.103
10 H 2.10 4.01 -0.23  C4 1.180
11 H -0.66 -2.58 -0.39  C5 1.139
12 H -2.44 -0.54 0.60  N1 0.981
13 H -1.78 -3.29 0.57  C5 1.086
14 H -1.24 -1.30 1.62  N1 1.012
15 H 3.27 1.56 0.96  N2 1.057
16 H -3.32 -3.33 -1.10  N3 1.047